[1]
# C4H5LiO6Ru

C4H5LiO6Ru as an isolated structure at a distorted geometry (the ωB97M-V functional and the def2-TZVPD basis, the OMol25 dataset).

Last column: Mulliken spin population.
Atoms and positions in Å:
1 O -0.05270 0.78593 1.48944  0.00
2 C 1.05939 1.40597 0.86751  0.00
3 C 1.92444 0.41327 0.08753  0.00
4 O 1.22073 -0.66130 -0.52454  0.02
5 C 0.19140 -0.42202 -1.37558  -0.04
6 O -0.32643 0.71081 -1.44266  0.05
7 O -0.07646 -1.40620 -2.15802  0.21
8 H 0.17637 0.32851 2.30176  0.00
9 H 1.69955 1.89695 1.61499  0.00
10 H 0.63918 2.17270 0.21036  0.00
11 H 2.62201 -0.09037 0.76800  0.00
12 H 2.50643 0.96619 -0.66473  0.00
13 O -2.79949 -2.58453 -0.35713  0.32
14 C -2.38022 -1.39655 -0.00197  0.47
15 O -2.94372 -0.77890 0.93280  0.17
16 Li -1.56605 0.55626 0.25909  -0.04
17 Ru -1.89442 -1.89671 -2.00686  3.84

The calculation puts the HOMO energy (alpha / beta) at -13.14 / -14.69 eV. As for the total charge: +1. The value obtained for the orbital gap (alpha / beta) is 8.446 / 7.420 eV. Its spin multiplicity is 6.

---

[2]
# C3H8N3

A 2-piece molecular cluster, C3H8N3 overall at a distorted geometry (the ωB97M-V functional and the def2-TZVPD basis, the OMol25 dataset).

Last column: natural (NBO) charge in e.
Atoms and positions in Å:
1 C -4.32528 0.02658 -0.04663  -0.38
2 C 1.92005 -0.43689 -0.00779  0.31
3 C 3.20550 0.12634 -0.11747  -0.75
4 N -3.08617 -0.00854 0.06466  0.12
5 N -1.96995 -0.01929 0.23074  -0.18
6 N 0.78636 0.21697 0.09857  -0.63
7 H -5.04432 -0.11807 0.69183  0.25
8 H -4.64943 -0.03396 -1.07734  0.24
9 H 1.78616 -1.51001 0.01023  0.23
10 H 3.25221 1.31123 -0.08645  0.27
11 H 3.94029 -0.28590 -0.79174  0.31
12 H 3.77107 -0.09277 0.89254  0.32
13 H 0.56898 1.17978 0.07490  0.44
14 H -0.15546 -0.35547 0.06394  0.47

The calculation puts the HOMO energy at -12.37 eV. As for the total charge: +1. The value obtained for the orbital gap is 7.709 eV. The calculation puts the energy above the lowest of the compared OMol25 structures with the same formula, charge and spin at 87.0 kcal per mole.

---

[3]
# C33H43FeGeN3O3

C33H43FeGeN3O3 as an isolated structure at a distorted geometry (the ωB97M-V functional and the def2-TZVPD basis, the OMol25 dataset).

Last column: Mulliken spin population.
Atoms and positions in Å:
1 Fe 0.40173 0.86949 -0.34685  1.13
2 C 3.34257 -0.88669 0.46301  0.00
3 C 3.11186 -0.57985 -1.01103  0.00
4 C 3.54179 -1.77016 -1.85882  0.00
5 C 3.87897 0.66488 -1.42887  0.00
6 O 1.70137 -0.33076 -1.21711  0.02
7 Ge 0.49665 -1.52031 -2.16852  0.00
8 O -0.60876 0.08262 -1.81489  0.00
9 C -1.88521 0.26303 -2.50930  -0.01
10 C -2.30404 1.72555 -2.58571  0.00
11 C -1.72866 -0.26008 -3.93399  0.00
12 C -2.94434 -0.53436 -1.76303  0.00
13 O -0.01062 -2.33877 -0.60424  0.01
14 C -0.59679 -3.64879 -0.51448  0.00
15 C -0.77730 -4.29420 -1.88607  0.00
16 C -1.96647 -3.54381 0.19356  0.00
17 C 0.36636 -4.49387 0.31386  0.00
18 H 4.37948 -1.17867 0.63645  0.00
19 H 3.13143 -0.00936 1.07662  0.00
20 H 2.69186 -1.70326 0.78216  0.00
21 H 4.60729 -1.95551 -1.71700  0.00
22 H 3.00767 -2.67907 -1.57030  0.00
23 H 3.36763 -1.58827 -2.92063  0.00
24 H 4.94223 0.54659 -1.21463  0.00
25 H 3.76635 0.85222 -2.49835  0.00
26 H 3.51680 1.53118 -0.87583  0.00
27 H -1.58204 2.32823 -3.13919  0.00
28 H -3.25361 1.77611 -3.12083  0.00
29 H -2.45280 2.16503 -1.60581  0.00
30 H -0.92951 0.26678 -4.45992  0.00
31 H -1.50773 -1.32718 -3.96960  0.00
32 H -2.65962 -0.09987 -4.47926  0.00
33 H -3.04337 -0.17034 -0.73964  0.00
34 H -3.91409 -0.44106 -2.25467  0.00
35 H -2.68163 -1.59267 -1.72649  0.00
36 H -1.44131 -3.70292 -2.52306  0.00
37 H 0.17672 -4.41475 -2.40243  0.00
38 H -1.22680 -5.28223 -1.77418  0.00
39 H -2.22975 -2.49990 0.36135  0.00
40 H -2.76846 -3.98097 -0.40268  0.00
41 H -1.96548 -4.05535 1.15771  0.00
42 H 1.31204 -4.62468 -0.21574  0.00
43 H 0.57671 -4.00496 1.26808  0.00
44 H -0.05309 -5.48078 0.51890  0.00
45 C 0.12370 -1.50343 3.27612  0.00
46 C 0.75940 -0.72749 4.22635  0.00
47 C 1.20511 0.53298 3.86114  0.00
48 C 1.00630 0.96200 2.56261  -0.01
49 N 0.42119 0.19632 1.62549  0.01
50 C -0.01907 -1.01269 1.98954  0.01
51 C 1.41217 2.30191 2.09497  0.01
52 C 1.42575 3.41591 2.92513  0.00
53 C 1.75160 4.64079 2.37272  0.00
54 C 2.01981 4.71926 1.02175  0.00
55 C 1.94035 3.56573 0.21961  0.00
56 N 1.69589 2.35103 0.80136  -0.03
57 H -0.25720 -2.48740 3.51117  0.00
58 H 0.90751 -1.09016 5.23456  0.00
59 H 1.71908 1.17180 4.56515  0.00
60 H -0.47373 -1.59372 1.20343  0.00
61 H 1.14601 3.32306 3.96424  0.00
62 H 1.80252 5.52404 2.99555  0.00
63 H 2.27937 5.66152 0.55739  0.00
64 H 2.68797 3.50309 -0.56622  0.00
65 C 1.26734 3.38494 -3.64525  0.00
66 C 0.91895 4.62787 -3.14074  0.00
67 C 0.46093 4.73051 -1.84448  0.00
68 C 0.39305 3.58883 -1.01602  -0.03
69 N 0.67783 2.36368 -1.59396  -0.02
70 C 1.10432 2.26810 -2.83810  0.00
71 C -0.77256 3.40278 -0.08946  0.01
72 C -1.63907 4.41351 0.30167  0.00
73 C -2.74842 4.09026 1.07059  0.01
74 C -2.97664 2.77216 1.44009  0.00
75 C -2.09262 1.76776 1.05890  0.03
76 C -0.97870 2.07713 0.29076  -0.13
77 H 1.62976 3.26316 -4.65552  0.00
78 H 0.98548 5.50880 -3.76544  0.00
79 H 0.18731 5.69277 -1.43314  0.00
80 H 1.31261 1.27016 -3.19909  0.00
81 H -1.48493 5.44159 -0.00303  0.00
82 H -3.44046 4.86636 1.36889  0.00
83 H -3.84999 2.52572 2.03116  0.00
84 H -2.28079 0.74744 1.37407  0.00

The calculation puts the HOMO energy (alpha / beta) at -10.50 / -10.50 eV. As for the total charge: +1. The value obtained for the orbital gap (alpha / beta) is 6.395 / 6.450 eV. Its spin multiplicity is 2. The calculation puts the energy above the lowest of the compared OMol25 structures with the same formula, charge and spin at 44.3 kcal per mole.

---

Question: Look up the total charge of the second one.
Answer: +1